This record from the OMol25 dataset describes an isolated molecule of C10H16N2O7. The level of theory is ωB97M-V/def2-TZVPD.

The charge is 0. The highest occupied orbital energy is -10.31 eV. The SMILES is N[C@@H](CCC(=O)O)C(=O)N[C@@H](CCC(=O)O)C(=O)O. For the HOMO-LUMO gap, the calculation gives 9.8 eV.

XYZ file:
```
35
Properties=species:S:1:pos:R:3:lowdin_charge:R:1
C -0.9940 -0.9499 1.9203 -0.315
C 0.1654 0.1022 1.5258 -0.424
C -0.3717 -2.2073 2.5654 -0.147
C 0.2704 -3.2559 1.5504 -0.083
C 0.9815 -4.4657 2.1470 -0.547
C 0.4976 1.9117 -0.1942 -0.246
C -0.0157 3.3067 -0.3134 -0.353
C 0.4829 1.1937 -1.6296 -0.052
C -0.9006 1.1604 -2.5242 -0.080
C -0.4191 1.5838 -3.8458 -0.505
H -2.0027 -2.2148 0.3733 0.139
H -3.2121 -1.0110 1.1833 0.196
H -1.6369 -0.2636 2.6506 0.177
H 0.1204 -1.6206 3.3173 0.106
H -1.0514 -2.8143 3.1187 0.105
H -0.6370 -3.8138 1.0125 0.144
H 1.0221 -2.7909 0.5735 0.192
H 2.9419 -4.1535 1.1018 0.176
H -1.0740 0.5852 0.4058 0.132
H 1.3461 1.7721 0.2766 0.106
H 1.4027 1.7481 -2.0729 0.153
H 0.9078 0.2207 -1.3563 0.108
H -1.1487 0.0631 -2.6748 0.119
H -2.0123 1.6053 -2.3016 0.194
H 0.3001 3.3245 -2.8021 0.118
H -1.2167 2.7919 1.1429 0.214
N -2.0096 -1.1064 0.7974 -0.068
N -0.2851 1.2404 0.7952 0.032
O 1.2603 -0.0967 1.9348 0.123
O 0.6325 -5.1322 2.9836 0.193
O 2.2869 -4.8701 1.5956 -0.047
O 0.5035 4.0708 -1.2416 0.015
O -0.7609 1.2244 -4.9841 0.077
O -0.0931 2.9631 -3.7484 -0.017
O -0.8501 3.7602 0.6719 0.065
```


This record from the OMol25 dataset describes an isolated molecule of C10H16N2OS. The level of theory is ωB97M-V/def2-TZVPD.

The charge is 0. The highest occupied orbital energy (spin up / spin down) is -7.61 / -7.60 eV. For the HOMO-LUMO gap (spin up / spin down), the calculation gives 7.7 / 7.7 eV.

XYZ file:
```
30
Properties=species:S:1:pos:R:3:lowdin_charge:R:1
C -2.5922 0.3104 -0.7373 -0.034
C -2.2203 1.0904 0.2926 -0.487
C -2.3711 -1.1602 -0.8120 -0.573
C 3.2954 -0.1372 -0.4691 -0.207
C 2.2270 0.9433 -0.5936 -0.184
C 3.0982 -0.9318 0.8173 -0.193
C 0.8198 0.3294 -0.5873 -0.181
C 1.7033 -1.5683 0.8371 -0.223
C 0.6673 -0.5240 0.6157 -0.512
C -2.5373 2.5672 0.2915 -0.046
N -1.6457 0.6569 1.4484 -0.340
N -3.3540 -1.8727 -0.2000 0.167
O -1.4475 -1.6977 -1.3915 0.034
S -0.5550 -0.4271 1.7274 1.081
H -3.1000 0.7466 -1.5826 0.113
H 3.2357 -0.8099 -1.3273 0.117
H 4.2861 0.3228 -0.4698 0.110
H 2.3142 1.6355 0.2476 0.119
H 2.3665 1.5122 -1.5142 0.113
H 3.8582 -1.7097 0.9052 0.111
H 3.1971 -0.2633 1.6755 0.118
H 0.0687 1.1196 -0.5955 0.100
H 0.6743 -0.2801 -1.4848 0.130
H 1.6375 -2.3051 0.0294 0.132
H 1.5272 -2.0829 1.7836 0.101
H -4.0405 -1.3953 0.3572 0.104
H -1.9654 3.0702 -0.4873 0.077
H -2.2743 2.9993 1.2530 0.071
H -3.5951 2.7357 0.1008 0.076
H -3.2780 -2.8743 -0.1301 0.107
```


This record from the OMol25 dataset describes a structure of composition C10H16N2PSc. The level of theory is ωB97M-V/def2-TZVPD.

The charge is 0. The highest occupied orbital energy (spin up / spin down) is -5.50 / -5.34 eV. For the HOMO-LUMO gap (spin up / spin down), the calculation gives 4.9 / 5.0 eV.

XYZ file:
```
30
Properties=species:S:1:pos:R:3:lowdin_charge:R:1
C -0.9400 0.9842 -1.8213 -0.233
C -1.6273 2.1529 -2.2257 -0.212
C -0.6785 3.2086 -2.4025 -0.186
C 0.6253 2.7049 -2.1015 -0.210
C 0.5138 1.3423 -1.7330 -0.222
Sc 0.2693 -1.3896 0.7555 0.548
P -0.1830 -3.8455 1.0775 0.518
H -1.3673 -0.0049 -1.6304 0.035
H -2.7019 2.2306 -2.3799 0.063
H -0.9086 4.2252 -2.7145 0.063
H 1.3199 0.6557 -1.4573 0.024
H 1.5544 3.2691 -2.1484 0.063
H 0.7760 -4.7410 0.4607 -0.132
H -1.3758 -4.4390 0.5068 -0.125
H -0.2468 -4.4731 2.3799 -0.124
C 2.1604 0.1390 5.7702 -0.018
C 1.3532 -0.0310 4.5520 -0.293
C 0.0370 0.3397 4.2473 0.039
C -0.2207 -0.0896 2.9638 -0.314
N 0.9168 -0.6932 2.4866 -0.117
N 1.8460 -0.6304 3.4734 0.077
C -1.3565 -0.1073 2.0096 -0.084
H 1.5180 0.5003 6.5798 0.090
H 2.6146 -0.8087 6.0933 0.092
H 2.9675 0.8729 5.6283 0.095
H -0.6616 0.8576 4.8884 0.123
H 2.7762 -1.0134 3.3507 0.176
H -1.7943 -1.1348 1.8854 0.074
H -2.1960 0.5208 2.3328 0.114
H -1.0706 0.3300 0.9937 0.077
```


This record from the OMol25 dataset describes the ion C10H16N3 with charge +1. The level of theory is ωB97M-V/def2-TZVPD.

The charge is +1. The highest occupied orbital energy is -11.78 eV. For the HOMO-LUMO gap, the calculation gives 8.7 eV.

XYZ file:
```
29
Properties=species:S:1:pos:R:3:lowdin_charge:R:1
C 1.0935 2.1782 -2.1582 -0.075
C 2.1190 2.3325 -1.2825 -0.126
C 0.0101 1.3941 -1.8307 0.001
C 2.1278 1.6510 -0.1581 -0.043
C -0.0258 0.6465 -0.6149 -0.121
C 1.0311 0.9059 0.3583 -0.229
C -1.0355 -0.3800 1.3741 -0.099
C -1.0103 -0.3947 -0.1816 -0.442
C -0.5894 -1.7846 -0.8068 -0.021
C -2.4653 -0.1451 -0.7400 -0.022
N 0.8404 0.3409 1.5763 -0.034
N -1.0332 -1.5636 2.0440 0.079
N 1.6002 -0.7530 1.9779 0.122
H 0.9721 2.9674 -2.8849 0.118
H 2.8707 3.0570 -1.5809 0.128
H -0.9132 1.1078 -2.3641 0.119
H 3.0681 1.9156 0.4393 0.141
H -1.5141 0.4937 1.8572 0.167
H -1.1547 -2.6880 -0.5823 0.076
H 0.4199 -1.9474 -0.5280 0.055
H -0.7141 -1.6446 -1.9972 0.155
H -3.1074 -0.8581 -0.1776 0.104
H -2.4609 -0.4421 -1.7370 0.045
H -2.7514 0.9292 -0.7699 0.110
H -1.1587 -2.4640 1.5175 0.143
H 0.7332 -1.5140 2.3683 0.220
H -1.3819 -1.5764 3.0085 0.141
H 2.3581 -0.6221 2.6505 0.168
H 2.0716 -1.1422 1.2232 0.118
```


This record from the OMol25 dataset describes the ion C10H16N3O with charge +1. The level of theory is ωB97M-V/def2-TZVPD.

The charge is +1. The highest occupied orbital energy is -13.93 eV. The SMILES is C#Cn1c[nH+]nc1OC[C@@H](C)C(C)C. For the HOMO-LUMO gap, the calculation gives 9.6 eV.

XYZ file:
```
30
Properties=species:S:1:pos:R:3:lowdin_charge:R:1
C -1.2314 1.6093 3.1627 0.189
C -1.7500 1.7181 2.0552 -0.063
N -2.0960 1.4444 0.6934 0.043
C -3.3406 1.1638 0.0965 0.086
N -3.0361 0.9705 -1.2500 0.052
N -1.7261 1.1356 -1.5895 0.182
C -1.1401 1.4146 -0.3731 -0.251
O 0.1424 1.7058 -0.0120 0.011
C 1.1371 1.1118 -0.9052 -0.130
C 0.9604 -0.4391 -1.1749 -0.307
C 2.2255 -0.8710 -2.0995 -0.051
C 0.9890 -1.3583 0.1313 -0.369
C -0.4546 -1.7537 0.6899 -0.086
C 1.8706 -0.7870 1.3280 -0.080
H -0.6780 1.7851 4.1264 0.095
H -4.3376 1.1128 0.6100 0.182
H -3.8091 0.7290 -1.8790 0.186
H 1.2228 1.6544 -1.9063 0.145
H 2.1474 1.2767 -0.3991 0.150
H 0.0375 -0.7219 -1.7618 0.122
H 2.6018 0.0590 -2.6391 0.086
H 3.0107 -1.2528 -1.3712 0.084
H 1.9221 -1.6924 -2.8153 0.093
H 1.4767 -2.3442 -0.1860 0.139
H -0.9859 -0.9022 1.2174 0.055
H -1.0993 -2.2474 -0.1167 0.089
H -0.3072 -2.5683 1.4784 0.091
H 1.5366 0.2603 1.6402 0.075
H 1.7568 -1.4215 2.2707 0.093
H 2.9545 -0.7913 0.9785 0.089
```


This record from the OMol25 dataset describes a structure of composition C10H16N4O. The level of theory is ωB97M-V/def2-TZVPD.

The charge is 0. The highest occupied orbital energy is -7.34 eV. For the HOMO-LUMO gap, the calculation gives 8.0 eV.

XYZ file:
```
31
Properties=species:S:1:pos:R:3:lowdin_charge:R:1
C 2.5645 2.9664 -0.1016 -0.047
N 3.1156 1.5905 -0.2074 0.042
C 2.2830 0.6313 -0.1267 -0.380
N 0.8978 0.7522 0.1410 0.149
C 0.0675 -0.4526 0.1483 -0.277
N 0.3544 -1.6414 0.2458 0.125
C 1.6005 -1.9209 0.0958 -0.266
C 2.5842 -0.7510 -0.3551 0.056
H 3.5906 -0.9418 -0.5435 0.056
C 2.1315 -3.2781 -0.1967 -0.051
H 2.7617 -3.2806 0.6019 0.040
H 2.4446 -3.3224 -1.2600 0.096
H 1.2408 -4.0478 -0.1841 0.121
N -1.2316 0.0626 0.6441 -0.063
C -1.7895 1.3050 0.4377 -0.232
H -1.1972 1.8810 0.0463 0.018
C -3.1750 1.1239 0.0599 -0.350
H -3.9699 0.9998 0.8854 0.153
O -3.2121 0.4591 -1.1020 -0.145
C -3.1696 -0.9378 -0.4847 -0.136
H -4.1667 -1.4398 -0.4712 0.106
C -2.3512 -0.9830 0.7928 -0.126
H -1.7090 -1.9152 0.7084 0.118
H -2.8904 -0.9286 1.7270 0.115
H -2.6941 -1.3417 -1.6897 0.205
H -3.3889 2.2760 -0.4356 0.184
H -1.7650 1.5815 1.5677 0.168
H 3.9369 1.5788 -0.5535 0.060
H 1.4353 2.9385 0.3552 0.132
H 2.5073 3.3542 -1.1226 0.073
H 3.1942 3.6820 0.3771 0.055
```


This record from the OMol25 dataset describes an isolated molecule of C10H16N4O3S. The level of theory is ωB97M-V/def2-TZVPD.

The charge is 0. The highest occupied orbital energy is -8.18 eV. The SMILES is CCCCOC(=O)[C@@H](C)Nc1n[nH]c(=S)[nH]c1=O. For the HOMO-LUMO gap, the calculation gives 8.6 eV.

XYZ file:
```
34
Properties=species:S:1:pos:R:3:lowdin_charge:R:1
C -3.6371 -1.7017 -0.4883 -0.109
C -4.5668 -0.5725 -0.0621 -0.257
C -3.8482 0.7644 0.1199 -0.176
C -2.8613 0.7805 1.2864 -0.150
H -3.2696 0.2546 2.1516 0.133
H -2.6228 1.8141 1.5561 0.125
O -1.6352 0.1058 0.9788 0.003
C -0.6769 0.8200 0.4086 -0.460
O -0.7351 1.9952 0.1588 0.131
C 0.5397 -0.0439 0.0875 -0.257
N 1.6606 0.8313 -0.1202 0.095
C 2.9378 0.4497 0.0036 -0.244
N 3.2550 -0.7765 0.2924 0.124
N 4.5688 -1.0736 0.4121 -0.014
C 5.5981 -0.2165 0.2585 -0.884
S 7.1659 -0.6707 0.4293 0.604
N 5.2405 1.0777 -0.0573 0.132
C 3.9531 1.5217 -0.2115 -0.374
O 3.6762 2.6651 -0.4927 0.110
H 5.9981 1.7415 -0.1806 0.150
H 4.7721 -2.0375 0.6414 0.139
H 1.4722 1.8036 -0.3364 0.144
C 0.2460 -0.8858 -1.1613 -0.012
H 0.0178 -0.2378 -2.0044 0.094
H -0.5960 -1.5456 -0.9759 0.069
H 1.1213 -1.4832 -1.3993 0.075
H 0.7562 -0.7127 0.9275 0.153
H -3.3123 1.0285 -0.7940 0.120
H -4.5900 1.5425 0.3074 0.117
H -5.0607 -0.8416 0.8743 0.107
H -5.3432 -0.4441 -0.8193 0.105
H -3.1459 -1.4533 -1.4270 0.073
H -4.2016 -2.6201 -0.6312 0.071
H -2.8768 -1.8792 0.2675 0.063
```


This record from the OMol25 dataset describes a structure of composition C10H16N4PdSe6. The level of theory is ωB97M-V/def2-TZVPD.

The charge is 0. The highest occupied orbital energy is -6.51 eV. For the HOMO-LUMO gap, the calculation gives 5.9 eV.

XYZ file:
```
37
Properties=species:S:1:pos:R:3:lowdin_charge:R:1
Pd -0.5265 -0.5247 0.2230 -0.305
Se 0.2877 0.0434 2.4723 -0.002
Se -1.4759 -1.4612 2.4560 -0.009
Se -0.7799 -3.0163 0.6109 -0.002
Se -1.6363 -2.0627 -1.3087 -0.005
C -4.1818 0.7688 0.6277 -0.035
N -3.3549 1.7754 1.2863 -0.118
C -3.6150 2.3665 2.5050 -0.038
C -2.5838 3.1995 2.7652 -0.040
N -1.7149 3.1099 1.6984 -0.129
C -0.4341 3.7919 1.5810 -0.036
C -2.1913 2.2361 0.7944 -0.712
Se -1.3828 1.7381 -0.8126 0.646
H -5.0073 0.5342 1.2947 0.095
H -3.5794 -0.1167 0.4396 0.030
H -4.5546 1.1609 -0.3153 0.092
H -4.4852 2.1210 3.0857 0.124
H -2.3793 3.8246 3.6151 0.123
H -0.2779 4.3620 2.4929 0.093
H -0.4432 4.4535 0.7179 0.089
H 0.3487 3.0451 1.4641 0.062
C 2.0113 -2.8939 -2.6013 -0.042
N 1.7502 -1.5709 -3.1516 -0.129
C 1.4664 -1.2878 -4.4711 -0.047
C 1.3814 0.0544 -4.5795 -0.044
N 1.6104 0.5727 -3.3186 -0.124
C 1.7048 1.9850 -2.9790 -0.049
C 1.8562 -0.4276 -2.4416 -0.737
Se 2.2154 -0.2604 -0.6439 0.597
H 1.6617 -3.6291 -3.3217 0.093
H 1.4682 -2.9976 -1.6672 0.033
H 3.0780 -3.0119 -2.4171 0.095
H 1.3194 -2.0643 -5.2004 0.121
H 1.1489 0.6809 -5.4218 0.119
H 1.4053 2.5584 -3.8532 0.092
H 2.7283 2.2295 -2.7001 0.090
H 1.0517 2.2041 -2.1379 0.008
```


Record-wise electronic energy values, in a.u.: -1026.62571, -973.53788, -1601.97390, -554.54957, -629.73753, -684.59877, -1233.62599, -15146.21498
Record-wise energy relative to the best compared isomer or geometry (same formula, charge and spin) values, in kJ/mol: 755.7, 123.0, 0.0, 347.5, 422.5, 909.4, 0.0, 0.0
Record-wise molecular weight values, in g mol⁻¹: 276.2, 212.3, 240.2, 178.3, 194.3, 208.3, 272.3, 772.4